Record 1
The following is a DFT calculation (ωB97M-V/def2-TZVPD) of a cluster of 2 separate species, C15H23Cl2N3O2 in total in a non-equilibrium geometry.

```
! RIJCOSX wB97M-V def2-TZVPD def2/J DEFGRID3
* xyz 0 1
Cl 0.37867 4.87058 -2.87340
Cl -1.17756 2.24687 -1.92802
O -1.07349 -2.89261 1.20549
O 3.25350 -2.60925 2.55920
N 0.43913 -3.11681 2.84143
N 2.28112 -2.64405 0.53005
N -4.52961 5.32589 0.42847
C 1.59828 -0.10183 -0.88588
C 0.16489 -2.08723 -1.56758
C 1.08785 -1.84159 0.85477
C -2.70705 6.36172 -0.74907
C -2.90661 3.95859 -0.70251
C -0.38399 -3.92584 3.73599
C -1.55169 6.24952 -1.53189
C -0.52073 -1.39241 -2.75161
C 0.04322 -2.65149 1.65149
C -1.75182 3.83629 -1.48410
C -1.07010 4.98890 -1.90207
C -3.38460 5.21554 -0.33810
C 0.54808 -1.12844 -0.41347
C 4.42821 -3.72015 0.81761
C 3.26476 -2.93787 1.37937
H -1.39159 -0.83785 -2.40155
H 4.06694 -4.66354 0.41323
H -1.02129 7.13962 -1.85617
H -0.84760 -2.14492 -3.46960
H -4.96690 6.24154 0.50225
H 1.89054 0.53900 -0.05351
H 1.05612 -2.59519 -1.93622
H 0.07289 -3.97116 4.72528
H -0.47842 -4.93501 3.33214
H 1.39576 -2.91351 3.11577
H -3.07204 7.34158 -0.46090
H 0.16806 -0.71455 -3.25435
H -0.34620 -0.57424 -0.12242
H -1.37997 -3.48670 3.82009
H -3.42493 3.06319 -0.37912
H 1.40556 -1.05317 1.53841
H 2.36816 -2.97358 -0.41675
H -0.51900 -2.84986 -1.20093
H -5.12046 4.50211 0.52057
H 5.14367 -3.91428 1.61584
H 1.18016 0.53888 -1.66116
H 2.48166 -0.60430 -1.27986
H 4.90844 -3.13840 0.03278
*
```

Results
Calculated total energy (a.u.): -1820.5640
E_HOMO (eV): -8.23


Record 2
The following is a DFT calculation (ωB97M-V/def2-TZVPD) of a structure of composition C15H23ClN2OV in a non-equilibrium geometry.

```
! RIJCOSX wB97M-V def2-TZVPD def2/J DEFGRID3
* xyz 2 2
V 0.56507 0.91874 0.11746
Cl -1.52990 -1.91285 -0.91302
O 1.34820 1.87091 3.71178
N 3.13318 3.12636 2.95061
N 3.38318 1.70655 4.76952
C 2.45557 0.85978 -1.03867
C -0.94114 2.31341 -1.00675
C 1.94830 -0.45651 -1.29743
C -2.50761 -2.83344 -2.02455
C -2.53838 -2.18154 -3.40745
C -1.47600 1.67608 1.16285
C -0.36938 2.58021 1.23138
C -3.93569 -2.91950 -1.46304
C 2.74841 0.94749 0.36849
C -1.81321 1.50149 -0.21895
C -1.89995 -4.24187 -2.12978
C -0.00999 2.96756 -0.11763
C 1.88417 -1.15435 -0.05858
C 2.35315 -0.28905 0.97879
C 2.51912 2.24156 3.82510
H -1.80824 -4.70682 -1.14096
H 1.71147 -2.22214 0.05130
H -1.00670 2.48383 -2.08178
H -2.67018 0.94933 -0.58937
H -4.40487 -1.92991 -1.46710
H -3.00259 -1.19158 -3.38583
H -1.54285 -2.13073 -3.85662
H 3.99125 3.56766 3.27307
H -2.02775 1.31347 2.02741
H -3.93580 -3.31260 -0.44009
H -3.15240 -2.80954 -4.05848
H 1.76711 -0.86209 -2.29237
H 4.07617 2.33108 5.15016
H 2.51798 -0.54422 2.02059
H -0.91024 -4.18822 -2.59603
H 2.65690 1.63756 -1.78445
H -2.52888 -4.88337 -2.75855
H -4.55077 -3.57972 -2.08689
H 0.09099 2.96319 2.14076
H 2.89517 1.17207 5.46924
H 0.77309 3.67128 -0.38457
H 3.24468 1.77827 0.85946
H 2.49939 3.77216 2.49097
*
```

Results
⟨S²⟩: 0.813
Calculated total energy (a.u.): -2173.6838
E_HOMO (spin up / spin down) (eV): -15.94 / -15.94


Record 3
The following is a DFT calculation (ωB97M-V/def2-TZVPD) of a structure of composition C15H23CrF5N5O4.

```
! RIJCOSX wB97M-V def2-TZVPD def2/J DEFGRID3
* xyz 2 4
Cr 0.01089 0.07790 2.07073
F -0.78827 -0.59530 -0.59138
F -1.21739 -2.15771 0.89230
F 1.85007 -1.26609 -0.56715
F 1.49678 -2.70011 1.03185
F 0.56170 -2.96967 -0.90459
O 0.21836 1.63836 0.83632
O -1.86223 0.67136 1.87415
O 1.97578 0.17357 1.87124
O 0.22058 1.07886 3.96541
N 3.74645 1.16091 0.88132
N -3.32969 2.04862 0.89930
N -0.63647 -3.32829 3.47383
N -0.17107 -1.08945 3.75718
N 0.13086 -0.15076 5.90334
C -0.92497 2.43995 0.54500
C -0.26121 -1.23604 0.49322
C -0.36499 -2.31647 4.27266
C -4.42925 1.25657 1.47131
C 2.46842 1.07953 1.14139
C 0.41344 1.02239 6.74568
C -2.10190 1.67360 1.13776
C 0.06683 -0.01434 4.55835
C 4.29471 2.23554 0.04327
C -0.03394 -1.39632 6.44327
C 4.68869 0.16329 1.40376
C -3.69299 3.20119 0.07036
C 1.52974 2.11284 0.53463
C -0.27969 -2.48443 5.69033
C 0.92865 -2.06677 -0.00814
H -0.82808 3.41959 1.02256
H 5.37741 2.16291 0.07704
H 4.01190 3.21470 0.42686
H -0.77257 -4.25232 3.84900
H -4.34388 1.23588 2.55530
H -4.18995 2.85640 -0.83502
H 4.13824 -0.66795 1.82872
H -0.03136 0.85416 7.72214
H 5.30492 -0.18606 0.57818
H -0.74416 -3.18929 2.47961
H 1.68520 3.10240 0.97274
H 1.65699 2.16845 -0.54962
H 5.31880 0.62538 2.16206
H 3.97637 2.12110 -0.99262
H -5.36352 1.72894 1.18552
H -1.01519 2.55808 -0.53618
H 0.03780 -1.44652 7.52108
H -0.41897 -3.45107 6.14799
H -4.36998 3.83786 0.63636
H -4.39329 0.24157 1.08153
H -0.03496 1.89635 6.28470
H 1.48775 1.16378 6.84006
H -2.81980 3.78715 -0.19801
*
```

Results
⟨S²⟩: 3.791
Calculated total energy (a.u.): -2703.5570
E_HOMO (spin up / spin down) (eV): -15.33 / -15.33


Record 4
The following is a DFT calculation (ωB97M-V/def2-TZVPD) of a structure of composition C15H23MnN6O2S in a non-equilibrium geometry.

```
! RIJCOSX wB97M-V def2-TZVPD def2/J DEFGRID3
* xyz -1 2
Mn -1.01879 0.94226 0.89188
S -1.37640 3.34575 -0.65514
O -0.17864 -0.75218 1.50576
O -2.54921 1.32594 2.36240
N 1.16126 3.02197 0.30366
N 0.70690 4.99658 -0.75401
N -0.03002 -1.14794 -2.01914
N -1.70738 0.07180 -0.93631
N 0.87111 1.80041 0.79018
N -2.23876 -1.72125 -2.41030
C -1.07652 2.97902 3.37263
C 0.27989 3.74222 -0.30414
C 1.24922 -2.28012 2.55550
C 0.41643 -2.52399 -1.94769
C 3.59254 -1.79250 2.78620
C 0.98669 -0.19245 -1.63788
C 1.98070 1.16760 1.26253
C 2.51806 -2.65233 2.99002
C -1.49844 1.97562 2.33440
C 1.00844 -1.05187 1.93896
C -3.62352 -1.76428 -2.01014
C 3.39676 -0.56605 2.19812
C -1.34606 -0.87967 -1.72668
C 2.11285 -0.12189 1.77848
C -2.05488 -1.86347 -3.83817
H 1.76805 -0.18107 -2.40221
H 1.69536 5.00930 -0.97531
H 4.23396 0.10452 2.04028
H 0.12427 5.33383 -1.50859
H -0.70777 3.87856 2.88336
H -1.89163 3.22310 4.05620
H 4.58864 -2.08652 3.09962
H -3.70013 -1.71536 -0.92535
H -2.42127 -2.84082 -4.16224
H -2.70742 0.26937 -0.98250
H 1.16191 -2.71837 -2.72243
H -4.03378 -2.72114 -2.34438
H -0.42437 -3.19714 -2.08729
H -2.60536 -1.08890 -4.38891
H 2.88425 1.77180 1.20432
H 1.44098 -0.43507 -0.67299
H 0.53878 0.79892 -1.56220
H -0.99966 -1.77754 -4.07554
H 0.86758 -2.72819 -0.97156
H 2.66163 -3.60503 3.48240
H 0.41020 -2.94834 2.70566
H -4.22401 -0.95610 -2.45312
H -0.24244 2.55100 3.93166
*
```

Results
⟨S²⟩: 1.003
Calculated total energy (a.u.): -2613.5725
E_HOMO (spin up / spin down) (eV): -3.23 / -2.73


Record 5
The following is a DFT calculation (ωB97M-V/def2-TZVPD) of an isolated molecule of C15H23N3O3 in a non-equilibrium geometry.

```
! RIJCOSX wB97M-V def2-TZVPD def2/J DEFGRID3
* xyz 0 1
O 2.13518 4.22975 0.95313
O 1.01849 3.90425 -0.86588
O -0.68745 1.40762 -1.69707
N 3.76878 -3.36331 -0.27124
N -0.45916 1.84848 0.56122
N -3.63079 1.69676 -1.24835
C 1.38845 3.49574 0.30873
C -2.77482 -0.44470 -0.96758
C -2.06199 -1.33966 1.28148
C 1.00721 2.00878 0.67297
C 1.86833 0.93937 0.03724
C -0.54013 -3.26146 1.52361
C -1.17539 1.46272 -0.57115
C 1.28923 -0.47644 0.22645
C -1.25682 -2.24666 2.14623
C -2.59319 1.01482 -0.44095
C -0.49974 -3.31844 0.12265
C -1.37050 -2.54853 -0.67382
C -2.10935 -1.51941 -0.10993
C 2.93900 -2.28836 -0.75795
C 2.27244 -1.73141 0.41463
H 2.75212 0.81253 0.56797
H 2.25460 -2.69751 -1.62121
H -3.95276 -0.46721 -0.97947
H -4.06369 2.46761 -0.70215
H -2.88593 0.87935 0.62804
H 0.36420 3.45248 -1.48264
H 2.10138 1.19266 -0.99595
H -3.08204 2.21883 -1.99921
H 3.51994 -1.59657 -1.24196
H -0.18639 -4.05807 2.15955
H 0.41362 -0.55393 -0.52982
H 4.16639 -4.07986 -0.87462
H -1.11083 -2.12403 3.22276
H -1.00890 2.24292 1.30948
H 3.06814 -1.46329 1.07728
H 0.14958 -4.11644 -0.26808
H 1.66229 -2.72322 0.72760
H 0.65796 -0.52585 1.23106
H -2.52686 -0.50370 -2.02150
H 1.11465 1.82908 1.73223
H -1.27431 -2.84137 -1.67517
H 4.62351 -2.88915 0.21233
H -2.53455 -0.53976 1.83496
*
```

Results
Calculated total energy (a.u.): -975.2774
E_HOMO (eV): -9.06


Record 6
The following is a DFT calculation (ωB97M-V/def2-TZVPD) of an isolated molecule of C15H23N3O4 in a non-equilibrium geometry.

```
! RIJCOSX wB97M-V def2-TZVPD def2/J DEFGRID3
* xyz 0 1
O 2.30246 4.83426 -1.57969
O 1.92958 -1.25131 3.83724
O 0.91436 -2.51463 2.31502
O 0.63166 -0.94801 -1.41177
N 1.48816 -0.31426 0.54476
N -1.95176 0.09794 -0.23558
N -4.86138 -2.63240 -4.02142
C -3.61411 -3.28410 -3.33242
C 0.65333 0.99491 2.31099
C 0.99617 2.14233 1.41412
C 0.61716 3.59492 -0.57233
C 2.34201 2.80699 1.42313
C 0.33677 -0.65764 -0.31261
C 1.36383 -1.48816 2.67249
C -3.03090 -2.46951 -2.15926
C -1.55030 -2.47122 -0.13662
C 0.15801 2.59535 0.37113
C 1.56773 -0.22904 1.90388
C 1.91679 3.99918 -0.55480
C -1.71372 -2.86060 -1.66926
C -1.08006 -0.96975 0.26664
C 2.79637 3.55404 0.41257
H -4.80482 -1.65258 -4.23245
H 3.25167 4.75374 -1.64819
H -2.58310 -2.71262 0.38632
H 2.22344 -0.07767 -0.05984
H -3.89652 -2.38374 -1.51193
H -1.52311 0.36837 -1.04805
H -0.87334 2.16224 0.19265
H -0.86493 -3.28269 0.29519
H 1.56313 -2.04776 4.28676
H -2.87736 -3.71982 -4.07993
H -5.50994 -3.17248 -4.60654
H 2.92769 2.20706 2.14064
H -0.08989 4.07899 -1.24613
H -0.39811 0.70422 2.35853
H -4.05179 -4.22198 -2.95263
H -1.15248 -0.78147 1.32642
H -1.53900 -3.95669 -1.94621
H 3.86626 3.82307 0.44773
H -3.01917 -1.47070 -2.52207
H 0.96405 1.40092 3.36375
H 2.61868 0.02177 2.05814
H -0.85176 -2.36705 -2.17620
H -2.88364 -0.24090 -0.35262
*
```

Results
Calculated total energy (a.u.): -1050.5038
E_HOMO (eV): -8.49